The following is a quantum chemistry calculation of a 2-piece molecular cluster, C39H42N3 overall, from the OMol25 dataset.

Bonds (Å) are listed after each position.
Geometry (Å):
1 C -6.84758 3.12727 2.33072  C2 1.401, C18 1.396, H19 1.093
2 C -6.01838 3.21712 3.45604  C1 1.401, C3 1.397, H20 1.092
3 C -4.74252 2.64994 3.42250  C2 1.397, C4 1.403, H21 1.094
4 C -4.28575 1.99702 2.26803  C3 1.403, C5 1.533, C17 1.399
5 C -2.84982 1.46085 2.28047  C4 1.533, C6 1.530, C12 1.540, H22 1.107
6 C -1.82223 2.57701 2.08134  C5 1.530, C7 1.400, C11 1.399
7 C -0.66824 2.60345 2.87429  C6 1.400, C8 1.397, H23 1.096
8 C 0.31958 3.56320 2.64219  C7 1.397, C9 1.397, H24 1.091
9 C 0.15096 4.50621 1.62576  C8 1.397, C10 1.398, H25 1.092
10 C -1.02227 4.51527 0.86577  C9 1.398, C11 1.401, H26 1.090
11 C -2.01517 3.55589 1.10087  C6 1.399, C10 1.401, H27 1.095
12 C -2.59557 0.30387 1.29715  C5 1.540, C13 1.542, N16 1.466, H28 1.101
13 C -3.55014 -0.89714 1.45261  C12 1.542, C14 1.535, H29 1.103, H30 1.097
14 C -2.68448 -2.15356 1.28812  C13 1.535, C15 1.533, H31 1.094, H32 1.098
15 C -1.23797 -1.68785 1.49313  C14 1.533, N16 1.461, H33 1.105, H34 1.091
16 N -1.23371 -0.23003 1.39328  C12 1.466, C15 1.461, H35 1.019
17 C -5.12205 1.88832 1.15186  C4 1.399, C18 1.404, H36 1.094
18 C -6.40617 2.45467 1.18936  C1 1.396, C17 1.404, H37 1.091
19 H -7.84244 3.57872 2.34949  C1 1.093
20 H -6.35354 3.72960 4.36004  C2 1.092
21 H -4.07854 2.71675 4.28981  C3 1.094
22 H -2.69687 1.03785 3.29150  C5 1.107
23 H -0.55423 1.88101 3.68993  C7 1.096
24 H 1.21272 3.56521 3.26808  C8 1.091
25 H 0.93469 5.24051 1.42857  C9 1.092
26 H -1.17663 5.26744 0.09174  C10 1.090
27 H -2.94911 3.57204 0.52908  C11 1.095
28 H -2.66347 0.71406 0.27726  C12 1.101
29 H -3.99345 -0.89752 2.46259  C13 1.103
30 H -4.37037 -0.83716 0.72732  C13 1.097
31 H -2.94090 -2.92621 2.01877  C14 1.094
32 H -2.78579 -2.56715 0.27580  C14 1.098
33 H -0.84418 -2.01880 2.47080  C15 1.105
34 H -0.56497 -2.08649 0.73295  C15 1.091
35 H -0.66976 0.19619 2.12677  N16 1.019
36 H -4.77736 1.37551 0.24870  C17 1.094
37 H -7.04622 2.36350 0.31016  C18 1.091
38 C -1.85284 2.82646 -3.84538  N39 1.449, H62 1.093, H63 1.095, H64 1.099
39 N -0.98060 1.86989 -3.19517  C38 1.449, C40 1.362, C61 1.395
40 C -0.96758 1.60931 -1.85884  N39 1.362, C41 1.414, H65 1.084
41 C 0.07047 0.69803 -1.55879  C40 1.414, C42 1.408, C56 1.480
42 C 0.44325 0.26784 -0.27077  C41 1.408, C43 1.453, H66 1.088
43 C 1.41171 -0.80067 -0.09670  C42 1.453, C44 1.422, C55 1.413
44 C 1.32216 -2.01663 -0.82762  C43 1.422, C45 1.387, H67 1.094
45 C 2.35568 -2.94205 -0.82191  C44 1.387, C46 1.425, C50 1.493
46 C 3.49428 -2.72020 0.00524  C45 1.425, N47 1.366, C54 1.424
47 N 4.52380 -3.61815 0.01113  C46 1.366, C48 1.448, C51 1.448
48 C 4.38748 -4.91636 -0.61599  N47 1.448, C49 1.518, H68 1.096, H69 1.106
49 C 3.62898 -4.81894 -1.92756  C48 1.518, C50 1.528, H70 1.097, H71 1.094
50 C 2.28037 -4.13199 -1.72055  C45 1.493, C49 1.528, H72 1.101, H73 1.097
51 C 5.56634 -3.55639 1.01396  N47 1.448, C52 1.518, H74 1.107, H75 1.096
52 C 5.96317 -2.12222 1.31531  C51 1.518, C53 1.526, H76 1.093, H77 1.096
53 C 4.73729 -1.29304 1.68581  C52 1.526, C54 1.493, H78 1.100, H79 1.095
54 C 3.55414 -1.54833 0.81200  C46 1.424, C53 1.493, C55 1.384
55 C 2.51379 -0.63576 0.77218  C43 1.413, C54 1.384, H80 1.096
56 C 0.74343 0.43025 -2.84987  C41 1.480, C57 1.389, C61 1.413
57 C 1.92967 -0.18427 -3.23044  C56 1.389, C58 1.408, H81 1.088
58 C 2.29120 -0.20603 -4.59133  C57 1.408, C59 1.402, H82 1.092
59 C 1.52126 0.45630 -5.55800  C58 1.402, C60 1.400, H83 1.091
60 C 0.37047 1.15807 -5.18026  C59 1.400, C61 1.389, H84 1.087
61 C 0.02428 1.14337 -3.83477  N39 1.395, C56 1.413, C60 1.389
62 H -1.79189 2.70545 -4.92989  C38 1.093
63 H -2.88536 2.66049 -3.52067  C38 1.095
64 H -1.56936 3.85658 -3.58887  C38 1.099
65 H -1.67694 2.05653 -1.17122  C40 1.084
66 H 0.34636 1.00684 0.52147  C42 1.088
67 H 0.43009 -2.22703 -1.42477  C44 1.094
68 H 5.39937 -5.30517 -0.77528  C48 1.096
69 H 3.86682 -5.61191 0.06908  C48 1.106
70 H 4.22257 -4.25117 -2.65405  C49 1.097
71 H 3.49140 -5.82536 -2.33315  C49 1.094
72 H 1.56492 -4.86048 -1.30917  C50 1.101
73 H 1.88415 -3.82901 -2.69811  C50 1.097
74 H 5.23244 -4.05573 1.94368  C51 1.107
75 H 6.42354 -4.12174 0.63097  C51 1.096
76 H 6.68932 -2.11429 2.13212  C52 1.093
77 H 6.44863 -1.68167 0.43669  C52 1.096
78 H 4.46922 -1.50965 2.73008  C53 1.100
79 H 4.99219 -0.22923 1.64183  C53 1.095
80 H 2.55294 0.27026 1.38797  C55 1.096
81 H 2.58651 -0.62949 -2.48564  C57 1.088
82 H 3.19089 -0.74399 -4.89586  C58 1.092
83 H 1.83362 0.43784 -6.60306  C59 1.091
84 H -0.24169 1.69688 -5.89873  C60 1.087

Calculated values
Total charge   +1
Frontier orbital gap   0.2366 Ha
E   -1675.3977 Ha
ΔE to the lowest compared entry with this formula, charge and spin   2.7 kcal per mole

The following is a quantum chemistry calculation of a 3-piece molecular cluster, C16H42BO10P3S overall, from the OMol25 dataset.

Bonds (Å) are listed after each position.
Geometry (Å):
1 C -0.51334 -6.40500 -1.44644  C2 1.516, H12 1.095, H13 1.094, H14 1.094
2 C -1.38299 -5.20824 -1.11530  C1 1.516, O3 1.421, H15 1.094, H16 1.094
3 O -2.50266 -5.58861 -0.32796  C2 1.421, P4 1.660
4 P -2.24852 -5.88059 1.28664  O3 1.660, O5 1.548, O6 1.666, O9 1.730
5 O -1.79042 -4.42765 1.56350  P4 1.548
6 O -3.79225 -5.61590 1.85570  P4 1.666, C7 1.422
7 C -3.97620 -4.79265 3.00068  O6 1.422, C8 1.519, H17 1.094, H18 1.095
8 C -4.43691 -3.40903 2.57606  C7 1.519, H19 1.094, H20 1.094, H21 1.095
9 O -2.76034 -7.50394 0.97732  P4 1.730, C10 1.430
10 C -3.95706 -7.79723 0.25227  O9 1.430, C11 1.520, H22 1.088, H23 1.095
11 C -3.64206 -8.21811 -1.17370  C10 1.520, H24 1.090, H25 1.100, H26 1.092
12 H -0.23544 -6.95777 -0.54334  C1 1.095
13 H 0.39784 -6.08856 -1.96158  C1 1.094
14 H -1.04819 -7.10150 -2.09855  C1 1.094
15 H -0.79236 -4.43953 -0.60890  C2 1.094
16 H -1.76385 -4.76374 -2.03936  C2 1.094
17 H -3.06195 -4.74688 3.59952  C7 1.094
18 H -4.74444 -5.25756 3.62671  C7 1.095
19 H -3.82334 -3.00059 1.76743  C8 1.094
20 H -4.40942 -2.71417 3.42027  C8 1.094
21 H -5.46189 -3.44993 2.19363  C8 1.095
22 H -4.66768 -6.97289 0.25125  C10 1.088
23 H -4.43009 -8.63625 0.77324  C10 1.095
24 H -3.43997 -7.35119 -1.80267  C11 1.090
25 H -4.50176 -8.74147 -1.61640  C11 1.100
26 H -2.76844 -8.87263 -1.21387  C11 1.092
27 C 1.22631 5.41887 0.12534  C28 1.516, H38 1.095, H39 1.094, H40 1.094
28 C 1.18560 4.84956 -1.27909  C27 1.516, O29 1.421, H41 1.094, H42 1.094
29 O 2.42750 5.03276 -1.94420  C28 1.421, P30 1.660
30 P 3.67663 4.01537 -1.54250  O29 1.660, O31 1.548, O32 1.666, O35 1.730
31 O 2.91899 2.75595 -2.02973  P30 1.548
32 O 4.58443 4.13883 -2.93450  P30 1.666, C33 1.422
33 C 5.06762 2.95294 -3.55318  O32 1.422, C34 1.519, H43 1.094, H44 1.095
34 C 4.20078 2.60213 -4.75004  C33 1.519, H45 1.094, H46 1.094, H47 1.095
35 O 4.52314 5.42249 -0.99813  P30 1.730, C36 1.430
36 C 4.62916 6.60173 -1.79940  O35 1.430, C37 1.520, H48 1.088, H49 1.095
37 C 3.66942 7.67714 -1.31759  C36 1.520, H50 1.090, H51 1.100, H52 1.092
38 H 2.07796 5.02618 0.69001  C27 1.095
39 H 0.30503 5.18131 0.66437  C27 1.094
40 H 1.33281 6.50713 0.09718  C27 1.094
41 H 0.90986 3.79156 -1.25092  C28 1.094
42 H 0.41814 5.36597 -1.86291  C28 1.094
43 H 5.11521 2.12941 -2.83479  C33 1.094
44 H 6.09231 3.14401 -3.88749  C33 1.095
45 H 3.13385 2.63435 -4.50962  C34 1.094
46 H 4.44376 1.60450 -5.12682  C34 1.094
47 H 4.35596 3.32516 -5.55730  C34 1.095
48 H 4.47672 6.41147 -2.86009  C36 1.088
49 H 5.65594 6.96174 -1.67588  C36 1.095
50 H 2.65787 7.48955 -1.67752  C37 1.090
51 H 3.97062 8.66036 -1.70688  C37 1.100
52 H 3.63432 7.72242 -0.22675  C37 1.092
53 O -3.09167 3.93782 3.75477  P54 1.596
54 P -1.69961 3.29542 3.31106  O53 1.596, B55 1.947, H62 1.465, H63 1.447
55 B -1.99020 2.20985 1.72159  P54 1.947, S56 1.911, C57 1.656
56 S -1.96912 3.15448 0.06051  B55 1.911, H64 1.418
57 C -2.20498 0.57308 1.85131  B55 1.656, C58 1.645, H65 1.194, H66 1.172
58 C -0.83971 -0.30874 1.59448  C57 1.645, C59 1.668, H67 1.194, H68 1.193
59 C 0.43108 0.14116 2.57606  C58 1.668, C60 1.642, H69 1.183, H70 1.183
60 C 1.47471 1.18337 1.85473  C59 1.642, O61 1.470, H71 1.184, H72 1.193
61 O 2.89786 0.91933 2.11233  C60 1.470, H73 1.010
62 H -0.81388 4.43175 3.04415  P54 1.465
63 H -1.15786 2.54121 4.42125  P54 1.447
64 H -1.28849 2.34949 -0.88833  S56 1.418
65 H -2.96390 0.27696 0.97901  C57 1.194
66 H -2.68162 0.27607 2.88014  C57 1.172
67 H -1.11513 -1.43331 1.88444  C58 1.194
68 H -0.51021 -0.35006 0.44861  C58 1.193
69 H 1.03656 -0.84315 2.83126  C59 1.183
70 H -0.00857 0.53535 3.60083  C59 1.183
71 H 1.18155 1.21198 0.70813  C60 1.184
72 H 1.24075 2.26048 2.31016  C60 1.193
73 H 3.13625 0.15621 1.49580  O61 1.010

Calculated values
Frontier orbital gap   0.2526 Ha
E   -2834.1054 Ha
ΔE to the lowest compared entry with this formula, charge and spin   158.7 kcal per mole

The following is a quantum chemistry calculation of one molecule with the formula C2H4N4, from the OMol25 dataset.

Bonds (Å) are listed after each position.
Geometry (Å):
1 N 2.06285 -0.04885 -0.21986  C2 1.473, N3 1.532, H7 1.015, H8 1.015
2 C 0.60055 -0.02951 -0.04154  N1 1.473, N3 1.282, N6 1.276
3 N 1.19405 -0.79979 0.79372  N1 1.532, C2 1.282
4 N -1.83555 -0.46920 0.80016  C5 1.275, H9 1.018
5 C -1.60705 0.32608 -0.16987  N4 1.275, N6 1.394, H10 1.096
6 N -0.32832 0.59293 -0.65548  C2 1.276, C5 1.394
7 H 2.64109 0.69239 0.16172  N1 1.015
8 H 2.48909 -0.62163 -0.94067  N1 1.015
9 H -2.83504 -0.51790 0.98803  N4 1.018
10 H -2.38167 0.87548 -0.71620  C5 1.096

Calculated values
Frontier orbital gap   0.3472 Ha
E   -297.5240 Ha
ΔE to the lowest compared entry with this formula, charge and spin   75.5 kcal per mole

Look up the ΔE to the lowest compared entry with this formula, charge and spin of the third one. 75.5 kcal per mole